[1]
{
  "formula": "C18H21N3OS",
  "method": "wB97M-V/def2-TZVPD",
  "relative_energy_kcal_mol": 20.22,
  "spin_multiplicity": 1,
  "energy_ha": -1336.23045,
  "species": ["C", "N", "C", "H", "H", "H", "C", "C", "H", "H", "C", "N", "C", "O", "N", "C", "C", "C", "C", "C", "C", "S", "C", "C", "C", "C", "C", "C", "H", "H", "H", "H", "H", "H", "H", "H", "H", "H", "H", "H", "H", "H", "H", "H"],
  "xyz": [[4.42284, 2.42617, -0.29887], [3.62681, 1.21757, -0.36867], [4.47171, 0.05888, -0.57220], [3.85781, -0.84106, -0.57025], [5.02952, 0.09823, -1.52141], [5.18687, -0.00642, 0.24647], [2.59087, 1.29640, -1.38503], [1.52344, 2.33675, -1.03724], [1.86641, 3.33490, -1.30984], [1.35258, 2.31890, 0.04054], [0.19560, 2.07066, -1.75437], [-0.48099, 0.90325, -1.24237], [-1.46580, 1.01202, -0.31066], [-2.03840, 2.05176, -0.07224], [-1.82001, -0.20354, 0.27679], [-3.09508, -0.37279, 0.86426], [-3.64498, 0.59025, 1.70048], [-4.90930, 0.40920, 2.23375], [-5.62671, -0.74377, 1.96584], [-5.07425, -1.72528, 1.16325], [-3.81776, -1.53700, 0.61190], [-3.14211, -2.80726, -0.42920], [-1.43783, -2.59068, -0.00589], [-0.58922, -3.68770, 0.01732], [0.74235, -3.52542, 0.35174], [1.21922, -2.27026, 0.69538], [0.37375, -1.17616, 0.68270], [-0.95892, -1.31773, 0.29966], [0.74416, -0.20079, 0.96098], [2.25041, -2.13916, 0.98557], [1.40193, -4.37930, 0.35830], [-0.98426, -4.65920, -0.23593], [-5.61265, -2.63495, 0.94536], [-6.61211, -0.88477, 2.38275], [-5.33124, 1.17505, 2.86629], [-3.08992, 1.49091, 1.90005], [-0.04108, 0.00885, -1.38671], [0.36347, 1.94090, -2.82745], [-0.48311, 2.91166, -1.59719], [3.01259, 1.51726, -2.38339], [2.12710, 0.30682, -1.43514], [4.93299, 2.65060, -1.24925], [5.17571, 2.30823, 0.47876], [3.78758, 3.26802, -0.03484]]
}

=====

[2]
{
  "formula": "C18H21NO3",
  "method": "wB97M-V/def2-TZVPD",
  "relative_energy_kcal_mol": 17.08,
  "spin_multiplicity": 1,
  "energy_ha": -978.97752,
  "species": ["C", "H", "O", "C", "C", "C", "C", "C", "C", "O", "C", "H", "H", "H", "H", "C", "O", "N", "H", "C", "H", "H", "C", "H", "H", "C", "C", "C", "C", "C", "C", "C", "H", "H", "H", "H", "H", "H", "H", "H", "H", "H", "H"],
  "xyz": [[-6.54635, -1.69868, 1.52072], [-6.78713, -2.29361, 0.63367], [-5.87973, -0.50821, 1.18046], [-4.68448, -0.59686, 0.54154], [-4.04174, -1.77601, 0.20250], [-2.82152, -1.74811, -0.45335], [-2.21418, -0.54327, -0.76336], [-2.85889, 0.65242, -0.43568], [-4.08404, 0.63946, 0.20329], [-4.79798, 1.74609, 0.55207], [-4.28031, 3.00951, 0.22204], [-3.32505, 3.19959, 0.72405], [-4.15188, 3.12490, -0.85954], [-5.01792, 3.72884, 0.57411], [-2.41362, 1.59224, -0.72236], [-0.90386, -0.57913, -1.47025], [-0.59117, -1.48186, -2.22275], [-0.08738, 0.47854, -1.22134], [-0.32235, 1.11163, -0.47429], [1.25222, 0.55594, -1.75306], [1.41032, 1.55036, -2.18526], [1.31069, -0.19105, -2.54802], [2.31214, 0.27304, -0.68756], [2.23099, 1.00866, 0.11769], [2.13141, -0.71455, -0.25862], [3.72517, 0.32194, -1.27770], [4.74736, 0.05388, -0.21028], [5.30398, 1.09791, 0.51696], [6.21679, 0.84813, 1.52632], [6.58325, -0.45302, 1.82394], [6.03223, -1.50125, 1.10676], [5.11998, -1.24826, 0.09811], [4.69332, -2.06905, -0.46063], [6.31537, -2.51890, 1.33336], [7.29689, -0.64926, 2.61056], [6.64413, 1.67085, 2.08124], [5.02317, 2.11635, 0.28670], [3.89591, 1.30632, -1.71914], [3.80539, -0.42625, -2.06831], [-2.32738, -2.66644, -0.72872], [-4.48635, -2.72878, 0.44055], [-7.46963, -1.38815, 2.00716], [-5.95778, -2.30591, 2.21643]]
}

=====

[3]
{
  "formula": "C18H21NO6SSe2SnTe2",
  "method": "wB97M-V/def2-TZVPD",
  "relative_energy_kcal_mol": 0.00,
  "spin_multiplicity": 1,
  "energy_ha": -7156.18934,
  "species": ["Sn", "Se", "Te", "Te", "Se", "C", "C", "C", "O", "C", "O", "O", "H", "H", "H", "H", "H", "H", "H", "N", "C", "C", "O", "O", "H", "H", "H", "H", "O", "S", "C", "C", "C", "C", "C", "C", "C", "C", "C", "C", "C", "C", "H", "H", "H", "H", "H", "H", "H", "H", "H", "H"],
  "xyz": [[0.64999, 1.59148, 1.87760], [-0.99356, 1.77782, 5.93959], [-1.76388, 4.12724, 6.61150], [-1.94473, 4.36111, 3.89694], [-2.57239, 1.89811, 4.16888], [-2.50853, -1.74885, 2.51374], [-1.11105, -1.20380, 2.30313], [-0.17640, -2.23972, 1.70163], [-1.16062, -0.09693, 1.36260], [-0.50029, -0.67688, 3.61723], [-0.90872, -1.06901, 4.69544], [0.47272, 0.17052, 3.46545], [-2.91113, -2.10347, 1.56375], [-3.17159, -0.98464, 2.92617], [-2.48113, -2.57093, 3.22552], [-0.60543, -2.63313, 0.77946], [-0.03993, -3.05884, 2.40854], [0.79091, -1.79576, 1.47287], [-1.93601, 0.43584, 1.59296], [2.83002, 1.52455, 3.07376], [3.82522, 0.91010, 2.18998], [3.18110, 0.09911, 1.05925], [3.87772, -0.62145, 0.37542], [1.90534, 0.27424, 0.87936], [3.18012, 2.36754, 3.51072], [2.53183, 0.88836, 3.80816], [4.52367, 0.25664, 2.71238], [4.41346, 1.69466, 1.71221], [-0.15073, 1.68999, -0.77714], [-1.11794, 0.85384, -1.55935], [-0.41420, -0.77946, -1.74948], [0.95826, -0.94885, -1.70411], [1.47769, -2.22957, -1.81396], [0.62632, -3.31248, -1.99437], [-0.74942, -3.12669, -2.04692], [-1.27907, -1.85193, -1.90623], [-0.91569, 1.38521, -3.26342], [-1.75172, 0.87128, -4.24444], [-1.58962, 1.29012, -5.55434], [-0.60659, 2.22132, -5.86962], [0.21179, 2.73563, -4.87573], [0.05869, 2.32027, -3.55885], [1.60698, -0.10105, -1.53769], [2.54744, -2.37030, -1.73548], [1.03605, -4.31069, -2.08070], [-1.40951, -3.97501, -2.17360], [-2.35200, -1.69649, -1.90205], [-2.51688, 0.14690, -3.99079], [-2.23165, 0.89381, -6.32996], [-0.48376, 2.54882, -6.89366], [0.97269, 3.46425, -5.12328], [0.67620, 2.70719, -2.75904]]
}

=====

[4]
{
  "formula": "C18H22BF6O18Pd",
  "method": "wB97M-V/def2-TZVPD",
  "relative_energy_kcal_mol": 41.67,
  "spin_multiplicity": 4,
  "s_squared": 3.7535,
  "energy_ha": -2804.99337,
  "species": ["Pd", "B", "H", "H", "H", "H", "C", "C", "O", "C", "O", "O", "F", "H", "H", "H", "C", "C", "O", "C", "O", "O", "F", "H", "H", "H", "C", "C", "O", "C", "O", "O", "F", "H", "H", "H", "C", "C", "O", "C", "O", "O", "F", "H", "H", "H", "C", "C", "O", "C", "O", "O", "F", "H", "H", "H", "C", "C", "O", "C", "O", "O", "F", "H", "H", "H"],
  "xyz": [[-1.68267, -1.68418, 0.08484], [-0.80777, 0.37578, -0.22626], [0.08348, -0.22067, -0.10726], [-1.15845, 0.15347, -1.22217], [-1.49362, 0.14144, 0.57307], [-0.63419, 1.43765, -0.30715], [0.30486, -3.97959, -4.57810], [-0.17354, -2.68113, -5.01881], [-0.89054, -2.26525, -3.91740], [-0.45697, -2.85578, -2.88290], [-0.83802, -2.63994, -1.73751], [0.49255, -3.65867, -3.17675], [-0.90164, -2.80218, -6.08996], [1.24412, -4.29239, -5.03424], [-0.33724, -4.85958, -4.54044], [0.67939, -2.06162, -5.29593], [0.60056, 0.96328, -3.90972], [1.69601, 1.92191, -4.49150], [2.80747, 1.06651, -4.68689], [2.65799, -0.02646, -4.00645], [3.39474, -0.97064, -4.17032], [1.48977, -0.05048, -3.46064], [2.06026, 2.69555, -3.47053], [-0.02290, 0.58231, -4.71858], [-0.00280, 1.39815, -3.11289], [1.33954, 2.55631, -5.30302], [-3.21906, -0.93927, 5.19110], [-3.72783, -2.36082, 5.00364], [-3.97938, -2.39007, 3.60352], [-3.26090, -1.54313, 3.03062], [-3.03689, -1.41051, 1.77912], [-2.70966, -0.77412, 3.86825], [-4.85146, -2.53055, 5.58094], [-2.44525, -0.96632, 5.95829], [-4.02978, -0.37760, 5.65518], [-3.07937, -3.21048, 5.21736], [-2.81217, 2.88881, 2.23196], [-3.25804, 2.73725, 0.86054], [-4.10527, 3.92149, 0.60861], [-3.83419, 4.87797, 1.50796], [-4.24258, 6.06540, 1.54022], [-2.97529, 4.29471, 2.41240], [-3.91591, 1.64374, 0.63623], [-1.77033, 2.61684, 2.40139], [-3.49411, 2.38871, 2.91967], [-2.40512, 2.79177, 0.18405], [2.42549, 2.07707, 0.74761], [2.76779, 2.87381, -0.52317], [3.52923, 1.97269, -1.21555], [4.23851, 1.30188, -0.37411], [5.22575, 0.58586, -0.65132], [3.67306, 1.46270, 0.80736], [3.40626, 4.03924, -0.33814], [1.63783, 1.33369, 0.62480], [2.12021, 2.75361, 1.54587], [1.90254, 3.08928, -1.15009], [2.85733, -1.13647, 3.22532], [3.52067, -2.11531, 2.23813], [2.36643, -2.81572, 1.95910], [1.32122, -2.00015, 1.98144], [0.30541, -2.18572, 1.32447], [1.62002, -0.88580, 2.63328], [4.47983, -2.83908, 2.82809], [3.50204, -0.26617, 3.34791], [2.79945, -1.56435, 4.22615], [4.00311, -1.64867, 1.37929]]
}